A molecular structure, C4H7LuO2 in a non-equilibrium geometry. Source: the Open Molecules 2025 dataset; level of theory: ωB97M-V with the def2-TZVPD basis set.

```
14
Properties=species:S:1:pos:R:3:forces:R:3:nbo_charge:R:1
H -2.18224 -0.28625 -2.31092 0.331 0.088 0.123 -0.5664
O 0.42243 -2.44623 -1.91601 -0.086 0.355 0.467 -0.6385
C 0.74082 -1.36169 -1.18276 -0.391 -0.177 -0.505 0.0996
C 1.11966 -1.46634 0.09977 -0.132 -0.094 -0.216 -0.2709
C 1.47701 -0.24384 0.91640 -0.319 -0.699 -0.011 -0.5696
C 0.23667 -0.00114 1.69813 1.402 0.220 1.451 0.6153
O -0.88664 0.11851 1.20982 -0.905 0.405 -0.773 -0.8189
Lu -2.20861 -0.08876 -0.45583 0.102 -0.454 0.321 2.3709
H 0.20954 -2.20003 -2.82105 0.118 -0.083 -0.303 0.5132
H 0.71426 -0.39558 -1.69703 0.291 -0.092 -0.037 0.1887
H 1.15644 -2.44715 0.57771 0.153 0.212 -0.157 0.2680
H 1.71842 0.62087 0.28518 -0.061 -0.029 0.077 0.2940
H 2.30941 -0.45854 1.60008 -0.229 0.256 -0.214 0.2958
H 0.32365 0.01735 2.79862 -0.273 0.091 -0.224 0.2188
```
Forces are in eV/Å.

Output
Energy relative to the best compared isomer or geometry (same formula, charge and spin): 0.0 kJ/mol
E_HOMO: -17.26 eV
F_max: 0.039 Eh/bohr
Charge: +2
Gap between HOMO and LUMO: 6.54 eV
E_tot: -1541.8531 Ha

***

A molecular structure, C4H7MgO2 in a non-equilibrium geometry. Source: the Open Molecules 2025 dataset; level of theory: ωB97M-V with the def2-TZVPD basis set.

```
14
Properties=species:S:1:pos:R:3:forces:R:3:nbo_charge:R:1
H -0.91370 1.25467 1.12911 -1.589 -1.067 -0.966 0.0507
O -3.01572 0.81024 0.59883 0.088 -0.044 0.252 -0.7087
C -1.64660 0.71526 0.29294 1.735 2.041 0.837 -0.0125
C -1.23765 -0.67819 0.08316 1.362 -1.643 0.379 -0.3289
C -0.18268 -1.00694 -0.95142 0.159 -0.288 0.103 -0.4487
C 0.27011 -1.18809 0.47248 -1.975 -0.111 -0.742 0.1598
O 1.13986 -0.36184 1.04723 0.622 1.450 0.609 -1.1033
Mg 1.43655 1.37515 1.76141 -0.232 -0.994 -0.383 0.9544
H -3.35035 1.66462 0.31431 0.082 0.016 0.067 0.4728
H -1.38052 1.34960 -0.56796 -0.323 -0.238 -0.070 0.1596
H -2.02269 -1.42121 0.24810 0.214 0.355 -0.095 0.2299
H 0.25651 -0.15170 -1.47318 -0.129 -0.275 0.050 0.2034
H -0.33808 -1.90741 -1.55199 0.099 0.380 0.033 0.2139
H 0.29850 -2.22935 0.82805 -0.113 0.418 -0.074 0.1577
```
Forces are in eV/Å.

Output
Energy relative to the best compared isomer or geometry (same formula, charge and spin): 0.0 kJ/mol
E_HOMO (spin up / spin down): -7.03 / -7.97 eV
F_max: 0.055 Eh/bohr
Charge: 0
Multiplicity: 2
Gap between HOMO and LUMO (spin up / spin down): 7.24 / 6.82 eV
E_tot: -507.0968 Ha

***

C4H7N in the gas phase in a non-equilibrium geometry. Source: the Open Molecules 2025 dataset; level of theory: ωB97M-V with the def2-TZVPD basis set.

```
12
Properties=species:S:1:pos:R:3:forces:R:3:nbo_charge:R:1
C -0.66079 -1.97493 0.67880 0.031 -1.116 0.437 -0.4186
C -1.15535 -0.76512 0.53102 0.303 1.137 -0.835 -0.1878
C -0.47244 0.43942 0.01439 -0.717 -1.144 0.365 -0.3595
C 0.74507 0.54043 -0.52387 0.355 1.849 0.315 0.0465
N 1.27290 1.79056 -0.85766 -0.360 -0.770 -0.312 -0.8127
H -1.26603 -2.77456 1.09198 -0.029 0.049 -0.106 0.1959
H 0.36016 -2.25396 0.44623 0.048 0.217 -0.036 0.1841
H -2.19087 -0.53635 0.75199 -0.100 -0.413 0.280 0.1951
H -1.13455 1.29029 0.14375 0.572 0.464 -0.256 0.1955
H 1.48267 -0.22856 -0.69082 -0.373 -0.559 0.087 0.1952
H 2.25648 1.86688 -1.01128 0.106 0.180 0.021 0.3838
H 0.76276 2.60589 -0.57453 0.164 0.106 0.041 0.3825
```
Forces are in eV/Å.

Output
Structure (SMILES): C=C/C=C/N
Energy relative to the best compared isomer or geometry (same formula, charge and spin): 115.3 kJ/mol
E_HOMO: -7.58 eV
F_max: 0.037 Eh/bohr
Charge: 0
Gap between HOMO and LUMO: 8.75 eV
E_tot: -211.3168 Ha

***

4 unconnected molecules or ions with the total composition C4H7N. Source: the Open Molecules 2025 dataset; level of theory: ωB97M-V with the def2-TZVPD basis set.

```
12
Properties=species:S:1:pos:R:3:forces:R:3:nbo_charge:R:1
C 0.31483 0.91491 0.17190 -0.181 0.067 -0.231 -0.5285
C 0.88851 -0.83360 1.24942 0.291 -0.023 0.354 0.3569
C -0.55449 0.46811 -0.76810 0.208 0.232 0.197 0.0022
C -1.37384 0.62008 -1.78229 -0.044 -0.083 -0.034 -0.4483
N 1.64601 -0.87399 2.16479 -0.256 -0.023 -0.301 -0.7365
H 2.04443 -1.55022 2.79280 -0.025 0.049 -0.041 0.4311
H -0.05719 1.41274 1.06052 0.000 -0.085 -0.015 0.2368
H 1.33627 1.15213 -0.10428 -0.033 -0.079 0.013 0.2368
H -0.60920 -1.14099 -0.47356 0.145 -0.178 0.213 0.0034
H -0.17937 -1.56672 0.13589 -0.197 0.165 -0.272 0.0329
H -1.90788 -0.20671 -2.23618 0.049 0.012 0.056 0.2069
H -1.54808 1.60425 -2.21093 0.043 -0.053 0.063 0.2061
```
Forces are in eV/Å.

Output
Energy relative to the best compared isomer or geometry (same formula, charge and spin): 563.3 kJ/mol
E_HOMO: -8.46 eV
F_max: 0.009 Eh/bohr
Charge: 0
Gap between HOMO and LUMO: 9.55 eV
E_tot: -211.1461 Ha

***

C4H7N in the gas phase in a non-equilibrium geometry. Source: the Open Molecules 2025 dataset; level of theory: ωB97M-V with the def2-TZVPD basis set.

```
12
Properties=species:S:1:pos:R:3:forces:R:3:nbo_charge:R:1
C -2.48533 -0.03007 -0.16057 -0.026 -0.665 0.262 -0.2595
C -1.32152 -0.18017 0.11808 0.388 0.862 -0.593 0.0019
C 0.15892 -0.13843 0.35106 -1.295 -0.912 1.580 -0.1279
C 0.83085 1.13898 -0.17848 1.041 0.435 -0.663 -0.6232
N 0.77681 -1.32000 -0.27274 2.006 1.085 -0.104 -0.8338
H -3.54546 -0.09523 -0.34314 0.529 0.227 0.052 0.2401
H 0.24306 -0.17480 1.47559 0.107 0.138 -0.809 0.1897
H 1.07320 0.83634 -1.28731 -0.492 1.287 1.916 0.2350
H 1.84560 1.37567 0.38209 -2.036 -0.648 -1.132 0.2125
H 0.14328 2.05495 -0.04256 1.164 -1.519 -0.533 0.2369
H 1.78521 -1.21681 -0.03686 -0.888 -0.515 -0.462 0.3526
H 0.49536 -2.25043 -0.00516 -0.498 0.225 0.485 0.3756
```
Forces are in eV/Å.

Output
Structure (SMILES): C#C[C@H](C)N
Energy relative to the best compared isomer or geometry (same formula, charge and spin): 230.2 kJ/mol
E_HOMO: -9.48 eV
F_max: 0.047 Eh/bohr
Charge: 0
Gap between HOMO and LUMO: 10.51 eV
E_tot: -211.2730 Ha

***

2 unconnected molecules or ions with the total composition C4H7N in a non-equilibrium geometry. Source: the Open Molecules 2025 dataset; level of theory: ωB97M-V with the def2-TZVPD basis set.

```
12
Properties=species:S:1:pos:R:3:forces:R:3:nbo_charge:R:1
C 1.79247 0.36416 0.37264 -2.984 0.282 -1.220 0.2065
C -1.13270 -0.73453 -0.58704 1.389 0.812 1.172 -0.4669
C -1.43963 0.25073 0.53267 -0.258 0.636 -2.386 -0.4631
C -0.41787 0.61775 -0.54417 1.045 0.935 0.876 -0.2387
N 2.38916 -0.50575 -0.24053 0.397 -0.225 -0.218 -0.6560
H 1.91731 1.06684 1.22864 0.188 -0.545 -0.612 0.1767
H -0.46132 -1.57786 -0.31420 -0.848 0.404 -0.573 0.2240
H -2.06074 -0.88510 -1.11315 0.408 -0.361 -0.912 0.2188
H -2.48462 0.58823 0.55848 0.568 0.326 -0.273 0.2015
H -1.06709 0.08223 1.46800 0.956 -0.505 2.367 0.1979
H -0.39407 1.57607 -1.22287 -0.303 -2.340 1.240 0.2202
H 3.35909 -0.84277 -0.13849 -0.558 0.580 0.540 0.3789
```
Forces are in eV/Å.

Output
Energy relative to the best compared isomer or geometry (same formula, charge and spin): 517.9 kJ/mol
E_HOMO (spin up / spin down): -7.81 / -7.81 eV
F_max: 0.063 Eh/bohr
Charge: 0
Gap between HOMO and LUMO (spin up / spin down): 8.71 / 8.71 eV
E_tot: -211.1634 Ha